# C40H42AsIrN2O7P2SSeTe

A structure of composition C40H42AsIrN2O7P2SSeTe (the ωB97M-V functional and the def2-TZVPD basis, OMol25).

Electronic energy ... -225200.2055 eV
F_max ... 0.01280 Eh/bohr
Net charge ... 0
Multiplicity ... 5
HOMO-LUMO gap (alpha / beta) ... 6.7 / 6.1 eV
LUMO energy (alpha / beta) ... 0.03 / -1.64 eV

Each line ends with the Mulliken spin population.
Element x y z (Å)
1 Ir 0.80 -2.19 -1.35  2.07
2 C 0.31 1.89 0.92  0.01
3 C 0.19 3.22 0.20  0.01
4 As -0.24 4.77 1.36  0.00
5 C -1.89 4.11 2.18  0.00
6 C -2.26 4.60 3.43  0.00
7 C -3.46 4.21 4.02  0.00
8 C -4.31 3.34 3.35  0.00
9 C -3.96 2.88 2.09  0.00
10 C -2.76 3.26 1.51  0.00
11 C 1.05 4.30 2.76  0.00
12 C 0.79 3.45 3.83  0.00
13 C 1.81 3.10 4.71  0.00
14 C 3.09 3.59 4.52  0.00
15 C 3.36 4.44 3.46  0.00
16 C 2.34 4.80 2.59  0.00
17 P 0.66 0.51 -0.19  0.02
18 C 2.25 0.94 -0.92  0.03
19 C 3.22 1.36 -0.01  0.00
20 C 4.49 1.70 -0.45  0.00
21 C 4.79 1.64 -1.80  0.00
22 C 3.83 1.21 -2.71  0.00
23 C 2.57 0.84 -2.27  -0.01
24 C -0.58 0.05 -1.33  0.36
25 C -1.89 -0.47 -0.73  0.03
26 C -3.04 0.44 -1.05  0.13
27 C -3.07 1.13 -2.20  -0.04
28 C -1.91 1.16 -3.06  0.10
29 C -0.71 0.74 -2.60  -0.17
30 H -0.62 1.63 1.44  -0.01
31 H 1.09 1.91 1.69  0.00
32 H -0.55 3.18 -0.61  0.00
33 H 1.15 3.49 -0.27  0.00
34 H -1.61 5.28 3.97  0.00
35 H -3.73 4.59 4.99  0.00
36 H -5.25 3.03 3.79  0.00
37 H -4.62 2.21 1.56  0.00
38 H -2.51 2.88 0.52  0.00
39 H -0.20 3.04 3.98  0.00
40 H 1.60 2.43 5.53  0.00
41 H 3.89 3.30 5.20  0.00
42 H 4.36 4.83 3.31  0.00
43 H 2.55 5.47 1.77  0.00
44 H 3.01 1.40 1.05  0.00
45 H 5.24 2.01 0.26  0.00
46 H 5.78 1.90 -2.15  0.00
47 H 4.08 1.12 -3.76  0.00
48 H 1.88 0.42 -2.98  -0.02
49 H -1.80 -0.62 0.34  -0.07
50 H -3.88 0.47 -0.36  -0.02
51 H -3.93 1.72 -2.46  0.00
52 H -1.97 1.67 -4.02  0.00
53 H 0.17 0.99 -3.17  -0.01
54 S -5.46 -3.66 0.54  0.00
55 C -3.82 -3.22 -0.01  -0.09
56 C -3.59 -2.35 -1.02  0.25
57 C -2.20 -1.91 -1.34  0.07
58 N -1.16 -2.77 -0.84  0.38
59 C -1.42 -3.62 0.12  -0.07
60 C -2.71 -3.84 0.62  0.38
61 C -6.02 -2.09 1.16  -0.01
62 C -6.46 -1.07 0.32  0.00
63 C -6.90 0.12 0.88  0.00
64 N -6.94 0.34 2.19  0.00
65 C -6.54 -0.64 2.99  0.00
66 C -6.08 -1.87 2.53  0.00
67 H -4.40 -1.91 -1.58  0.01
68 H -2.07 -1.78 -2.42  0.04
69 H -0.57 -4.15 0.54  0.01
70 H -2.86 -4.52 1.45  0.02
71 H -6.48 -1.20 -0.75  0.00
72 H -7.24 0.92 0.25  0.00
73 H -6.58 -0.45 4.06  0.00
74 H -5.75 -2.63 3.23  0.00
75 O 0.75 -0.67 0.86  0.09
76 Se 1.81 -1.94 1.74  0.00
77 O 0.95 -2.10 3.06  0.01
78 O 1.61 -3.15 0.69  0.08
79 O 3.23 -1.25 1.81  0.00
80 C 2.45 -5.89 -1.33  0.03
81 C 3.39 -5.44 -2.43  0.00
82 O 3.94 -4.15 -2.12  0.00
83 P 3.42 -2.72 -2.57  0.05
84 O 3.14 -1.83 -1.40  0.10
85 Te 1.40 -2.89 -3.88  0.22
86 O 4.63 -2.12 -3.41  -0.01
87 C 5.13 -2.82 -4.55  0.00
88 C 6.35 -2.10 -5.05  0.00
89 H 2.08 -6.89 -1.55  0.00
90 H 1.60 -5.21 -1.26  -0.01
91 H 2.96 -5.90 -0.37  0.00
92 H 2.87 -5.39 -3.39  0.00
93 H 4.25 -6.10 -2.52  0.00
94 H 4.34 -2.86 -5.31  0.00
95 H 5.37 -3.85 -4.26  0.00
96 H 6.09 -1.09 -5.38  0.00
97 H 6.78 -2.63 -5.90  0.00
98 H 7.10 -2.03 -4.27  0.00